(1)
Density functional theory data (ωB97M-V/def2-TZVPD) for a molecular structure, C11H18BF2NO8S2Ta in a non-equilibrium geometry.

The LUMO energy (alpha / beta) comes out at -0.93 / -0.58 eV. Its energy above the lowest of the compared OMol25 structures with the same formula, charge and spin is 5.792 eV. Its expectation value of S² is 0.8046. Its HOMO energy (alpha / beta) is -8.02 / -7.76 eV.

The geometry in ORCA input format:
```
! wB97M-V def2-TZVPD RIJCOSX def2/J DEFGRID3
* xyz 0 2
Ta 0.142 -0.216 -0.803
C 0.170 -1.733 2.667
O -0.101 -0.401 2.278
C 0.453 0.596 3.125
C 1.212 1.646 2.299
O 0.514 2.151 1.177
C -0.693 2.844 1.431
C -1.955 1.994 1.224
O -2.155 1.784 -0.165
C -3.380 1.131 -0.438
H -0.288 -1.968 3.637
H 1.249 -1.910 2.708
H -0.265 -2.366 1.893
H 1.165 0.159 3.831
H -0.360 1.066 3.699
H 2.093 1.173 1.861
H 1.510 2.473 2.962
H -0.720 3.661 0.703
H -0.692 3.253 2.448
H -2.820 2.537 1.634
H -1.863 1.024 1.729
H -4.219 1.708 -0.031
H -3.392 0.124 -0.009
H -3.457 1.068 -1.520
O 2.384 -0.876 0.649
N 3.150 -1.392 -0.250
C 3.772 -2.553 -0.006
C 4.568 -3.155 -0.952
C 4.761 -2.525 -2.176
C 4.151 -1.308 -2.402
C 3.315 -0.754 -1.441
S 2.466 0.742 -1.694
H 3.583 -2.980 0.965
H 5.020 -4.106 -0.729
H 5.375 -2.987 -2.933
H 4.274 -0.764 -3.323
O -1.666 -3.921 -0.495
S -0.927 -2.772 -0.862
O -1.197 -2.458 -2.398
O -1.410 -1.535 -0.208
O 0.511 -2.867 -0.742
F 0.294 -1.165 -3.685
B -0.783 -1.217 -2.844
F -1.760 -0.331 -3.204
*
```

natural (NBO) atomic charge list, values in e, 8 entries: atom 1 (Ta): 1.651, atom 2 (C): -0.242, atom 3 (O): -0.562, atom 4 (C): -0.093, atom 5 (C): -0.095, atom 6 (O): -0.533, atom 7 (C): -0.087, atom 8 (C): -0.107

***

(2)
Density functional theory data (ωB97M-V/def2-TZVPD) for a molecular structure, C11H18BaF8O5P2 in a non-equilibrium geometry.

The LUMO energy comes out at -8.27 eV. Its HOMO energy is -14.63 eV.

The geometry in ORCA input format:
```
! wB97M-V def2-TZVPD RIJCOSX def2/J DEFGRID3
* xyz 2 1
C 4.542 3.175 1.058
C 4.681 2.166 -0.106
P 4.547 0.425 0.554
C 6.338 -0.103 0.791
O 3.810 -0.459 -0.783
P 2.613 -1.519 -0.183
O 3.224 -2.198 0.924
O 2.285 -2.513 -1.392
C 1.795 -1.828 -2.588
O 1.305 -0.733 0.130
C 0.331 -1.518 0.902
C -1.028 -1.625 0.208
O -1.951 -0.782 0.863
C -3.277 -1.306 0.806
C -4.295 -0.134 0.855
F -4.996 -0.277 1.989
F -3.613 1.008 0.879
C -5.318 -0.137 -0.313
F -4.707 -0.595 -1.432
F -6.258 -1.021 -0.013
C -5.918 1.244 -0.694
F -6.796 0.989 -1.684
F -5.008 2.041 -1.228
C -6.733 1.965 0.393
F -7.828 1.282 0.711
F -6.013 2.276 1.476
H 4.407 4.172 0.641
H 3.661 2.952 1.663
H 5.437 3.119 1.679
H 5.654 2.350 -0.593
H 3.905 2.300 -0.872
H 6.532 -1.167 0.604
H 6.662 0.118 1.810
H 6.958 0.519 0.121
H 1.587 -0.770 -2.386
H 2.581 -1.875 -3.357
H 0.878 -2.317 -2.906
H 0.708 -2.528 1.083
H 0.174 -1.058 1.879
H -0.982 -1.387 -0.866
H -1.357 -2.667 0.324
H -3.425 -1.918 1.704
H -3.402 -1.966 -0.055
H -7.081 2.908 -0.049
Ba 5.369 -0.609 -2.547
*
```

Löwdin atomic charge list, values in e, 8 entries: atom 1 (C): -0.123, atom 2 (C): -0.428, atom 3 (P): 0.962, atom 4 (C): -0.255, atom 5 (O): -0.885, atom 6 (P): 0.311, atom 7 (O): -0.197, atom 8 (O): -0.196

***

(3)
Density functional theory data (ωB97M-V/def2-TZVPD) for a molecular structure, C11H18BiClInO3S in a non-equilibrium geometry.

The LUMO energy comes out at 2.27 eV. Its HOMO energy is -4.80 eV.

The geometry in ORCA input format:
```
! wB97M-V def2-TZVPD RIJCOSX def2/J DEFGRID3
* xyz -1 1
In 0.742 2.306 -3.624
Cl 0.676 4.091 -2.117
C -1.170 2.376 -4.660
C 2.461 2.880 -4.862
H -0.948 2.483 -5.726
H -1.725 1.459 -4.450
H -1.674 3.265 -4.255
H 2.149 2.800 -5.909
H 3.318 2.238 -4.651
H 2.665 3.929 -4.589
Bi 0.234 -0.776 -1.056
C 2.289 -0.145 -0.179
C 0.878 0.046 -3.103
H 3.086 -0.650 -0.749
H 2.430 0.944 -0.238
H 2.309 -0.445 0.876
H 1.915 -0.297 -3.217
H 0.278 -0.531 -3.829
C -1.150 -3.832 4.897
C -1.146 -2.621 4.016
C -0.794 -1.370 4.519
C -0.797 -0.238 3.710
C -1.173 -0.352 2.361
C -1.554 -1.597 1.845
C -1.500 -2.730 2.665
S -0.958 1.084 1.272
O -1.804 2.135 1.766
O 0.492 1.291 1.287
O -1.405 0.601 -0.120
H -0.165 -3.996 5.328
H -1.852 -3.724 5.722
H -1.425 -4.706 4.320
H -0.514 -1.288 5.577
H -0.539 0.744 4.112
H -1.884 -1.669 0.806
H -1.748 -3.706 2.251
*
```

natural (NBO) atomic charge list, values in e, 8 entries: atom 1 (In): 1.341, atom 2 (Cl): -0.613, atom 3 (C): -1.159, atom 4 (C): -1.149, atom 5 (H): 0.202, atom 6 (H): 0.202, atom 7 (H): 0.219, atom 8 (H): 0.201

***

(4)
Density functional theory data (ωB97M-V/def2-TZVPD) for a molecular structure, C11H18Br30N2O2P in a non-equilibrium geometry.

The LUMO energy comes out at 0.90 eV. Its HOMO energy is -4.20 eV.

The geometry in ORCA input format:
```
! wB97M-V def2-TZVPD RIJCOSX def2/J DEFGRID3
* xyz -1 1
N 0.786 -1.724 -1.158
C -0.196 -1.667 -2.238
P -1.683 -2.797 -1.721
O -2.899 -1.442 -2.103
N -2.901 -0.399 -1.306
O -3.475 0.563 -1.710
H 1.415 -2.476 -1.278
H 1.263 -0.865 -1.024
H -0.517 -0.647 -2.416
H 0.185 -2.056 -3.168
H -1.535 -2.402 -0.286
H -2.779 -3.697 -1.358
H -1.840 -3.190 -3.120
H -0.713 -3.864 -1.471
C 4.488 0.708 0.499
Br 4.608 -1.214 0.498
Br 6.237 1.530 0.416
Br 3.326 1.344 -0.895
H 4.047 0.998 1.437
C -1.004 3.105 -2.201
Br 0.244 4.393 -2.923
Br -0.113 1.511 -1.585
Br -2.117 3.888 -0.830
H -1.656 2.810 -3.006
C 5.278 -5.217 0.893
Br 5.414 -7.141 0.904
Br 7.015 -4.381 0.806
Br 4.117 -4.593 -0.510
H 4.832 -4.926 1.828
C -2.995 -1.947 3.360
Br -2.484 -1.670 1.501
Br -1.974 -3.367 4.189
Br -2.904 -0.313 4.399
H -4.026 -2.261 3.368
C -7.166 -4.067 1.941
Br -5.816 -2.896 1.227
Br -6.418 -5.749 2.516
Br -8.176 -3.216 3.350
H -7.855 -4.283 1.144
C -4.963 2.249 1.244
Br -6.156 2.879 -0.134
Br -4.995 3.404 2.792
Br -5.287 0.414 1.716
H -3.965 2.291 0.835
C 7.099 0.766 4.081
Br 9.014 0.676 4.287
Br 6.220 -0.743 4.896
Br 6.386 2.440 4.722
H 6.893 0.720 3.025
C 12.506 -0.321 1.701
Br 14.063 -0.913 0.729
Br 11.201 -1.727 1.879
Br 12.984 0.438 3.410
H 12.051 0.463 1.123
C -6.767 7.311 -0.895
Br -5.622 7.155 -2.443
Br -8.315 6.168 -1.011
Br -5.806 7.022 0.750
H -7.121 8.325 -0.883
C -4.007 2.885 -5.959
Br -3.485 3.395 -7.749
Br -3.058 1.326 -5.357
Br -3.836 4.365 -4.729
H -5.050 2.626 -5.997
*
```

natural (NBO) atomic charge list, values in e, 8 entries: atom 1 (N): -0.857, atom 2 (C): -0.532, atom 3 (P): 0.747, atom 4 (O): -0.590, atom 5 (N): 0.313, atom 6 (O): -0.430, atom 7 (H): 0.354, atom 8 (H): 0.341

***

(5)
Density functional theory data (ωB97M-V/def2-TZVPD) for a molecular structure, C11H18Cl2N2RuS in a non-equilibrium geometry.

The LUMO energy (alpha / beta) comes out at 0.21 / -1.00 eV. Its energy above the lowest of the compared OMol25 structures with the same formula, charge and spin is 0.233 eV. Its expectation value of S² is 6.0480. Its HOMO energy (alpha / beta) is -6.18 / -7.84 eV.

The geometry in ORCA input format:
```
! wB97M-V def2-TZVPD RIJCOSX def2/J DEFGRID3
* xyz 0 5
Ru -0.406 1.271 0.279
Cl 1.161 1.049 2.015
Cl -1.821 0.559 -1.413
C -1.452 2.521 1.059
H -2.399 2.883 0.558
H -1.215 3.230 1.887
C 1.518 0.368 -1.629
C 1.037 1.570 -1.274
H 0.850 -0.445 -1.881
C 1.885 2.657 -0.617
H 0.181 2.006 -1.837
C 3.332 2.548 -1.058
H 1.407 3.617 -0.834
H 1.822 2.514 0.475
C 3.833 1.113 -0.969
H 3.407 2.885 -2.096
H 3.921 3.215 -0.433
C 2.959 0.160 -1.814
H 4.872 1.079 -1.308
H 3.778 0.776 0.074
H 3.274 0.329 -2.869
H 3.228 -0.870 -1.546
C -2.986 -2.215 3.075
N -3.040 -2.366 1.621
C -4.089 -2.910 0.908
C -3.721 -2.898 -0.409
N -2.448 -2.347 -0.458
C -2.057 -1.931 0.786
S -0.741 -0.981 1.294
H -2.303 -2.941 3.528
H -2.645 -1.212 3.325
H -3.992 -2.389 3.463
H -4.998 -3.222 1.388
H -4.259 -3.202 -1.289
H -1.919 -2.154 -1.302
*
```

natural (NBO) atomic charge list, values in e, 8 entries: atom 1 (Ru): 0.883, atom 2 (Cl): -0.421, atom 3 (Cl): -0.479, atom 4 (C): -0.637, atom 5 (H): 0.203, atom 6 (H): 0.205, atom 7 (C): -0.117, atom 8 (C): -0.378

***

(6)
Density functional theory data (ωB97M-V/def2-TZVPD) for a molecular structure, C11H18F2N4O2Os in a non-equilibrium geometry.

The LUMO energy (alpha / beta) comes out at -8.14 / -11.89 eV. Its energy above the lowest of the compared OMol25 structures with the same formula, charge and spin is 1.493 eV. Its expectation value of S² is 6.0525. Its HOMO energy (alpha / beta) is -14.80 / -15.32 eV.

The geometry in ORCA input format:
```
! wB97M-V def2-TZVPD RIJCOSX def2/J DEFGRID3
* xyz 2 5
Os 0.185 1.353 -0.777
O 0.761 1.488 1.117
N -0.104 1.181 2.088
N -1.293 0.938 1.634
O -1.532 0.927 0.299
C -2.298 0.542 2.478
C -3.542 0.122 1.956
C -4.563 -0.248 2.856
C -4.426 -0.023 4.236
C -3.159 0.419 4.690
C -2.125 0.789 3.892
H -3.627 0.010 0.854
H -5.518 -0.587 2.366
H -5.151 -0.317 4.995
H -2.994 0.460 5.761
H -1.168 1.110 4.312
C 3.784 -1.551 -1.567
C 2.330 -1.034 -1.772
C 2.126 -1.044 -3.248
C 1.409 -2.046 -0.926
N 2.168 0.210 -0.960
N 2.221 1.515 -1.585
H 3.937 -2.602 -1.869
H 4.195 -1.226 -0.549
H 4.533 -0.926 -2.116
H 2.412 -2.092 -3.522
H 2.780 -0.398 -3.860
H 1.098 -0.904 -3.489
H 1.673 -3.100 -1.008
H 0.311 -1.901 -1.157
H 1.466 -1.654 0.088
H 2.775 0.090 -0.090
H 2.361 1.340 -2.588
H 2.908 2.141 -1.162
F -0.297 2.673 -3.350
C -0.754 1.643 -2.515
F -2.116 1.939 -2.341
H -0.764 0.766 -3.170
*
```

natural (NBO) atomic charge list, values in e, 8 entries: atom 1 (Os): 1.325, atom 2 (O): -0.513, atom 3 (N): 0.218, atom 4 (N): 0.146, atom 5 (O): -0.525, atom 6 (C): 0.046, atom 7 (C): 0.003, atom 8 (C): -0.022

***

Question: What is the formula in the fifth record?
Answer: C11H18Cl2N2RuS